{
  "formula": "C16H14F3N5O6S",
  "method": "the ωB97M-V functional and the def2-TZVPD basis",
  "gap_ev": 6.8,
  "spin_multiplicity": 1,
  "homo_ev": -7.945,
  "species": ["O", "S", "O", "C", "F", "F", "F", "C", "C", "C", "N", "O", "O", "N", "C", "C", "N", "O", "O", "C", "H", "H", "C", "C", "C", "N", "C", "C", "C", "N", "C", "C", "C", "H", "H", "H", "H", "H", "H", "H", "H", "H", "H", "H", "H"],
  "coordinates": [[2.960, -2.105, -1.783], [2.522, -0.903, -2.451], [2.930, 0.422, -2.017], [3.164, -0.984, -4.219], [4.510, -0.987, -4.196], [2.716, -2.107, -4.823], [2.723, 0.102, -4.897], [0.739, -0.955, -2.563], [-0.026, 0.270, -2.115], [-1.378, 0.214, -2.697], [-2.104, 1.347, -2.946], [-1.998, 2.516, -2.598], [-3.174, 0.924, -3.805], [-3.161, -0.454, -3.978], [-1.992, -0.850, -3.346], [-1.305, -2.119, -3.321], [-1.889, -3.417, -3.546], [-3.117, -3.560, -3.721], [-1.108, -4.404, -3.518], [0.094, -2.086, -3.006], [0.453, 1.167, -2.549], [0.646, -3.021, -3.128], [-0.166, 0.560, 5.835], [-0.216, 2.075, 5.570], [-0.015, 2.265, 4.051], [-0.036, 0.934, 3.476], [-0.023, 0.727, 2.121], [0.903, 1.419, 1.303], [0.879, 1.222, -0.053], [-0.059, 0.444, -0.643], [-0.957, -0.247, 0.110], [-0.936, -0.160, 1.490], [-0.197, -0.133, 4.460], [0.767, 0.298, 6.346], [-1.011, 0.225, 6.444], [-1.195, 2.481, 5.856], [0.567, 2.608, 6.118], [-0.822, 2.887, 3.621], [0.937, 2.775, 3.829], [1.681, 2.066, 1.700], [1.605, 1.670, -0.722], [-1.705, -0.850, -0.410], [-1.681, -0.721, 2.054], [0.620, -0.878, 4.372], [-1.145, -0.677, 4.295]]
}

=====

{
  "formula": "C16H15BCl3NO2",
  "method": "the ωB97M-V functional and the def2-TZVPD basis",
  "gap_ev": 5.3,
  "spin_multiplicity": 1,
  "homo_ev": -7.592,
  "species": ["Cl", "B", "Cl", "Cl", "O", "C", "C", "C", "C", "C", "C", "C", "H", "H", "H", "H", "H", "H", "C", "O", "C", "C", "C", "C", "C", "C", "C", "C", "N", "H", "H", "H", "H", "H", "H", "H", "H", "H"],
  "coordinates": [[3.626, -2.868, -2.325], [2.580, -1.329, -2.337], [2.946, -0.333, -0.827], [2.966, -0.350, -3.852], [1.162, -1.688, -2.340], [0.246, -0.716, -2.327], [-1.124, -1.010, -2.328], [-2.129, -0.017, -2.328], [-3.454, -0.374, -2.338], [-3.820, -1.712, -2.345], [-2.850, -2.702, -2.344], [-1.523, -2.360, -2.336], [0.597, 0.303, -2.319], [-1.848, 1.019, -2.319], [-4.218, 0.387, -2.341], [-4.862, -1.984, -2.352], [-3.134, -3.741, -2.349], [-0.754, -3.113, -2.339], [-1.520, 3.171, 1.301], [-1.032, 1.852, 1.297], [0.214, 1.698, 1.907], [0.983, 2.705, 2.473], [2.230, 2.441, 3.059], [2.753, 1.175, 3.107], [2.006, 0.124, 2.553], [0.758, 0.385, 1.961], [0.244, -0.843, 1.486], [1.160, -1.808, 1.791], [2.231, -1.239, 2.444], [-2.497, 3.175, 0.816], [-1.634, 3.525, 2.327], [-0.845, 3.820, 0.741], [0.615, 3.716, 2.467], [2.785, 3.263, 3.484], [3.709, 0.984, 3.558], [-0.694, -0.968, 0.969], [1.061, -2.853, 1.549], [3.067, -1.736, 2.757]]
}

=====

{
  "formula": "C16H15BeBrS",
  "method": "the ωB97M-V functional and the def2-TZVPD basis",
  "gap_ev": 4.7,
  "total_charge": -2,
  "spin_multiplicity": 1,
  "homo_ev": 0.815,
  "species": ["C", "C", "C", "H", "C", "C", "H", "H", "H", "H", "Be", "Br", "C", "C", "C", "H", "C", "C", "H", "H", "H", "H", "S", "C", "C", "C", "C", "C", "C", "H", "H", "H", "H", "H"],
  "coordinates": [[-1.514, -1.027, -1.288], [-2.002, -1.437, -0.013], [-1.751, -0.372, 0.909], [-2.470, -2.391, 0.190], [-1.330, 0.732, 0.200], [-1.303, 0.406, -1.225], [-1.485, 1.137, -2.004], [-1.592, -1.615, -2.192], [-1.944, -0.423, 1.970], [-1.096, 1.711, 0.606], [0.419, -0.249, -1.334], [2.553, -0.985, -1.229], [1.628, 0.497, -3.357], [0.410, 1.232, -3.421], [-0.614, 0.334, -3.801], [0.376, 2.320, -3.432], [-0.080, -0.972, -3.903], [1.315, -0.888, -3.654], [2.036, -1.706, -3.810], [2.634, 0.919, -3.272], [-1.586, 0.619, -4.170], [-0.550, -1.855, -4.346], [0.949, -1.214, 0.973], [0.797, -0.306, 2.383], [0.688, -1.042, 3.587], [0.566, -0.347, 4.783], [0.503, 1.045, 4.805], [0.592, 1.756, 3.613], [0.768, 1.114, 2.398], [0.689, -2.128, 3.539], [0.550, -0.915, 5.697], [0.450, 1.578, 5.748], [0.553, 2.831, 3.613], [0.838, 1.639, 1.439]]
}

=====

Values for E_tot, eV, ordered as above
-55533.073; -60667.239; -98111.590
Values for ΔE to the lowest compared entry with this formula, charge and spin, kcal per mole, ordered as above
0.00; 0.00; 0.00